## i
This record from the OMol25 dataset describes the molecule C2H5NS2. The level of theory is ωB97M-V/def2-TZVPD.

Geometry as XYZ:
```
10
Properties=species:S:1:pos:R:3
C 1.1201 0.3634 -1.4382
S -0.0665 1.2890 -0.1810
N -1.1367 0.1013 0.4860
C -0.8866 -0.3607 1.7006
S -1.7030 -1.9569 1.8298
H 0.6732 0.1714 -2.4547
H 1.8003 -0.3247 -0.7173
H 2.1041 1.0454 -1.5400
H -1.8016 -0.2974 -0.0085
H -0.1034 -0.0309 2.3232
```

Computed properties:
Lowest unoccupied orbital energy in eV: -0.09
HOMO-LUMO gap in eV: 8.25

## ii
This record from the OMol25 dataset describes the molecule C2H5NS2. The level of theory is ωB97M-V/def2-TZVPD.

Geometry as XYZ:
```
10
Properties=species:S:1:pos:R:3
C -1.3355 -1.0056 0.1848
C -0.4017 0.0965 0.4806
S -0.4883 1.1524 1.8262
N 0.6984 0.1777 -0.3332
S 0.9776 -0.5902 -1.8610
H -2.1219 -0.8820 0.9067
H -0.7322 -1.9363 0.2346
H -1.7934 -0.7856 -0.7440
H 1.4310 0.7674 0.0889
H 0.9221 -1.9480 -1.5901
```

Computed properties:
Lowest unoccupied orbital energy in eV: 0.42
HOMO-LUMO gap in eV: 8.96

The energy of each structure relative to the most stable one, in kcal/mol, is as follows: i 45.6; ii 0.0.

## i
This record from the OMol25 dataset describes a 2-piece molecular cluster, C2H4N3 overall. The level of theory is ωB97M-V/def2-TZVPD.

Geometry as XYZ:
```
9
Properties=species:S:1:pos:R:3
C 1.8476 -0.0450 0.1602
C -2.0235 -0.3057 0.0385
N -0.8353 0.3918 0.2753
N -1.7149 1.0415 -0.2844
N 2.9128 0.3014 -0.1393
H -2.0052 -1.2011 -0.6494
H -2.8446 -0.5751 0.7502
H 0.7611 0.0456 0.2088
H 3.9021 0.3465 -0.3600
```

Computed properties:
Lowest unoccupied orbital energy in eV: -5.58
HOMO-LUMO gap in eV: 9.62
Net charge: +1

## ii
This record from the OMol25 dataset describes an isolated ion of composition C2H4N3 and charge +1. The level of theory is ωB97M-V/def2-TZVPD.

Geometry as XYZ:
```
9
Properties=species:S:1:pos:R:3
H 1.0798 -0.7089 2.5552
N 0.5857 -0.2951 1.7841
N 0.7033 0.9568 1.7844
N 0.1566 1.2979 0.5721
C -0.1602 0.5390 -0.2981
C -0.5594 -0.2595 -1.3679
H 0.0729 -0.2289 -2.2343
H -1.5373 -0.0013 -1.8615
H -0.3414 -1.2999 -0.9340
```

Computed properties:
Lowest unoccupied orbital energy in eV: -6.53
HOMO-LUMO gap in eV: 10.01
Net charge: +1

## iii
This record from the OMol25 dataset describes an isolated ion of composition C2H4N3 and charge +1. The level of theory is ωB97M-V/def2-TZVPD.

Geometry as XYZ:
```
9
Properties=species:S:1:pos:R:3
N 2.3590 -0.0435 0.2199
C 1.2368 -0.0518 -0.1088
N -0.0123 -0.0429 -0.1675
C -1.3198 0.4404 0.1540
N -1.0192 -0.9345 0.1753
H 3.2909 0.1457 -0.2019
H -1.8167 0.8453 -0.5918
H -1.3096 1.1954 1.0616
H -1.4090 -1.5540 -0.5408
```

Computed properties:
Lowest unoccupied orbital energy in eV: -4.80
HOMO-LUMO gap in eV: 10.73
Net charge: +1

The energy of each structure relative to the most stable one, in kcal/mol, is as follows: i 7.5; ii 10.6; iii 0.0.

## i
This record from the OMol25 dataset describes a 3-piece molecular cluster, C4H12O3 overall. The level of theory is ωB97M-V/def2-TZVPD.

Geometry as XYZ:
```
19
Properties=species:S:1:pos:R:3
C -0.4044 -0.4201 -1.9983
C 1.0615 -0.9418 -1.8438
C 1.5552 -1.0954 -0.4067
C 1.8004 0.2494 0.3750
O 2.4196 0.1641 1.3521
H -0.5664 0.0484 -2.9248
H -0.4582 0.4180 -1.3341
H -1.0975 -1.2814 -1.7476
H 1.7075 -0.1797 -2.2769
H 1.1457 -1.8138 -2.4449
H 2.4930 -1.5903 -0.4497
H 0.7548 -1.7692 0.1431
H 1.4666 1.1634 -0.0578
O -1.2941 -0.6977 2.9486
H -2.2778 -0.8458 2.7113
H -1.3416 0.1947 3.2360
O -2.7391 2.6285 1.4146
H -2.0747 3.4170 1.1282
H -2.1504 2.3515 2.1756
```

Computed properties:
Lowest unoccupied orbital energy in eV: 0.23
HOMO-LUMO gap in eV: 9.86

## ii
This record from the OMol25 dataset describes a 4-piece molecular cluster, C4H12O3 overall. The level of theory is ωB97M-V/def2-TZVPD.

Geometry as XYZ:
```
19
Properties=species:S:1:pos:R:3
C -2.3705 4.3459 -1.0922
C -1.3223 3.6379 -0.7015
C -1.1843 2.1870 -0.6017
C -0.5452 1.4902 0.3248
H -3.2696 3.8256 -1.4101
H -2.4040 5.4160 -1.0164
H -0.4260 4.1759 -0.3879
H -1.6933 1.5918 -1.3617
H -0.6695 0.4112 0.4294
H -0.1894 1.7651 1.3160
O 1.8005 -1.7665 -0.8326
H 2.3715 -1.6816 -1.6051
H 2.1573 -2.5121 -0.3292
O -1.4370 -4.6416 0.8582
H -1.1530 -5.5184 1.1489
H -1.2016 -4.6699 -0.0782
O 3.8943 -2.9172 1.4621
H 3.8728 -3.1777 2.3917
H 3.7693 -1.9616 1.4854
```

Computed properties:
Lowest unoccupied orbital energy in eV: 0.60
HOMO-LUMO gap in eV: 9.56

The energy of each structure relative to the most stable one, in kcal/mol, is as follows: i 0.0; ii 3.6.